This record from OMol25 describes a cluster of 9 separate species, C42H77F3O26 in total at a distorted geometry. The level of theory is the ωB97M-V functional and the def2-TZVPD basis.

Calculated values
max |F| = 2.64 eV/A
E_tot = -106183.7789 eV
E_HOMO = -9.3 eV
SMILES string = CCOC(=O)C(F)(F)F.C[C@H]1COC(=O)O1.C[C@H]1COC(=O)O1.C[C@H]1COC(=O)O1.C[C@H]1COC(=O)O1.C[C@H]1COC(=O)O1.COCCOCCOC.COCCOCCOC.COCCOCCOC
HOMO-LUMO gap = 9.55 eV

The geometry in ORCA input format:
```
! wB97M-V def2-TZVPD RIJCOSX def2/J DEFGRID3
* xyz 0 1
C 1.456 -7.995 -2.519
O 0.346 -7.986 -1.634
C -0.835 -7.435 -2.246
C -0.769 -5.917 -2.246
O -1.334 -5.443 -1.025
C -1.015 -4.110 -0.706
C -1.671 -3.042 -1.582
O -2.854 -2.434 -1.049
C -3.812 -3.374 -0.650
H 1.995 -7.063 -2.322
H 1.172 -8.146 -3.562
H 2.131 -8.810 -2.251
H -1.552 -7.839 -1.531
H -0.997 -7.899 -3.221
H -1.376 -5.552 -3.083
H 0.223 -5.489 -2.409
H 0.064 -3.919 -0.724
H -1.358 -3.940 0.316
H -1.940 -3.410 -2.576
H -0.961 -2.216 -1.625
H -3.603 -3.968 0.247
H -3.973 -4.019 -1.527
H -4.743 -2.861 -0.394
C 3.282 8.373 -7.253
O 2.156 7.893 -6.571
C 1.716 6.631 -6.996
C 1.283 5.678 -5.913
O 0.277 6.214 -5.117
C -0.524 5.290 -4.463
C -1.707 5.982 -3.780
O -1.987 5.374 -2.537
C -3.305 5.653 -2.167
H 4.027 8.956 -6.701
H 2.969 9.172 -7.947
H 3.803 7.593 -7.809
H 2.447 6.071 -7.599
H 0.954 6.715 -7.784
H 2.148 5.284 -5.359
H 0.936 4.773 -6.440
H 0.019 4.715 -3.694
H -0.838 4.474 -5.132
H -2.543 6.020 -4.488
H -1.491 7.052 -3.664
H -3.606 5.112 -1.267
H -4.088 5.387 -2.893
H -3.533 6.716 -2.005
C 0.574 -1.394 5.452
O 1.553 -2.399 5.477
C 2.679 -1.972 4.761
C 3.865 -2.955 4.859
O 3.362 -4.247 5.120
C 4.329 -5.266 5.149
C 3.588 -6.587 5.371
O 2.360 -6.554 4.680
C 1.609 -7.743 4.774
H 0.899 -0.507 6.007
H -0.408 -1.715 5.796
H 0.338 -0.988 4.457
H 3.076 -0.992 5.055
H 2.384 -1.816 3.714
H 4.518 -2.557 5.643
H 4.432 -2.935 3.923
H 5.047 -5.106 5.958
H 4.877 -5.419 4.212
H 3.443 -6.831 6.430
H 4.206 -7.409 4.988
H 2.049 -8.615 4.272
H 0.584 -7.565 4.473
H 1.629 -8.156 5.792
C -6.182 7.228 1.149
C -6.112 6.198 2.278
O -4.870 5.495 2.156
C -3.957 5.674 3.119
O -4.144 6.183 4.172
C -2.574 5.230 2.640
F -2.600 4.723 1.387
F -1.730 6.258 2.549
F -2.057 4.333 3.469
H -5.399 7.981 1.271
H -7.156 7.714 1.192
H -5.955 6.773 0.185
H -6.875 5.456 2.048
H -6.223 6.778 3.191
C -5.902 2.654 4.605
C -5.579 1.434 3.757
C -5.304 1.697 2.295
O -4.177 0.898 2.006
C -3.608 0.412 3.160
O -2.604 -0.218 3.249
O -4.416 0.734 4.170
H -5.648 2.604 5.662
H -6.992 2.756 4.622
H -5.561 3.619 4.230
H -6.404 0.722 3.673
H -5.098 2.730 1.998
H -6.144 1.340 1.696
C 2.158 -6.146 1.095
C 2.909 -5.198 0.160
C 3.321 -3.879 0.824
O 4.677 -3.787 0.433
C 5.135 -4.924 -0.153
O 6.172 -4.957 -0.727
O 4.144 -5.855 -0.167
H 1.116 -5.823 1.122
H 2.621 -6.104 2.083
H 2.188 -7.207 0.850
H 2.399 -5.005 -0.786
H 3.218 -3.826 1.906
H 2.698 -3.147 0.307
C -0.829 1.983 -3.855
C -2.237 1.517 -4.166
C -3.133 1.467 -2.914
O -4.396 1.885 -3.418
C -4.195 2.594 -4.537
O -4.932 3.334 -5.118
O -2.877 2.591 -4.895
H -0.917 2.910 -3.297
H -0.292 2.030 -4.801
H -0.348 1.263 -3.188
H -2.366 0.561 -4.677
H -2.845 2.189 -2.145
H -3.063 0.452 -2.524
C 0.715 -0.449 1.022
C -0.084 0.679 0.426
C -0.649 1.744 1.367
O -0.377 2.998 0.776
C 0.439 2.809 -0.274
O 0.720 3.670 -1.047
O 0.691 1.501 -0.424
H 1.564 -0.031 1.575
H 1.053 -1.178 0.289
H 0.180 -0.969 1.821
H -0.910 0.200 -0.118
H -0.235 1.775 2.380
H -1.711 1.554 1.524
C 7.852 -0.886 -0.181
C 6.837 0.239 -0.397
C 5.604 -0.342 -1.196
O 4.574 -0.112 -0.224
C 5.054 0.369 0.926
O 4.430 0.355 1.948
O 6.301 0.792 0.804
H 8.729 -0.373 0.235
H 8.075 -1.365 -1.128
H 7.656 -1.552 0.661
H 7.329 0.971 -1.033
H 5.632 -1.414 -1.380
H 5.492 0.158 -2.158
*
```